No. 1
Molecular formula: C6H10N
Method: DFT, ωB97M-V/def2-TZVPD

Values from the calculation:
HOMO energy = -13.514 eV
total charge = +1
ΔE to the lowest compared entry with this formula, charge and spin = 3.539 eV
E = -288.95291 Ha
M = 96.153 g/mol

Cartesian coordinates (Å):
1 H 2.968 1.609 0.818
2 H -1.534 -1.950 -1.598
3 H -0.039 -1.478 3.206
4 H -2.299 -1.496 -0.395
5 C -0.447 -0.503 -0.565
6 N -0.378 -1.607 2.207
7 H 0.393 -1.092 -0.078
8 H 2.166 3.421 -1.595
9 H -0.776 1.344 -1.573
10 H -2.380 -0.279 -1.421
11 C -1.650 -1.010 -1.074
12 C -0.036 0.910 -0.867
13 H 0.131 -2.468 1.929
14 H -1.417 -1.688 2.285
15 C 1.910 2.801 -0.814
16 C 1.066 1.607 -0.531
17 C 2.321 1.878 0.069

***

No. 2
Molecular formula: C4H10N4O
Method: DFT, ωB97M-V/def2-TZVPD

Values from the calculation:
HOMO energy = -18.588 eV
total charge = +2
ΔE to the lowest compared entry with this formula, charge and spin = 3.919 eV
E = -451.89196 Ha
M = 130.151 g/mol

Cartesian coordinates (Å):
1 C -1.203 0.260 -0.415
2 N -2.497 0.013 -0.450
3 C 2.399 -0.749 1.115
4 H -1.667 2.420 1.398
5 N 3.366 -0.771 1.753
6 H 0.315 -2.159 0.260
7 N -0.543 1.240 0.064
8 H -3.051 -0.735 -0.865
9 N 1.388 -0.501 0.379
10 H -3.061 0.513 0.237
11 H 1.390 -1.961 -1.103
12 O -1.356 2.506 0.460
13 H -0.919 -1.183 -2.064
14 C 0.643 -1.458 -0.438
15 H 0.492 0.140 -1.671
16 H 0.887 0.517 0.507
17 H 4.433 -0.728 1.845
18 H -0.758 3.257 0.350
19 C -0.256 -0.621 -1.364